# 1
C21H26FeN3O2 | ωB97M-V with the def2-TZVPD basis set

Last column: Mulliken charge in e.
Element x y z (Å)
Fe  0.00  0.00  0.00  0.004
C  2.67  1.34  0.92  -1.342
N  1.86  0.12  0.93  1.451
C  1.34  -0.06  2.32  -1.251
C  0.07  -0.91  2.46  -0.303
C  -1.19  -0.03  2.48  -1.249
N  -1.03  0.91  1.41  0.576
C  -1.81  1.91  1.24  -0.330
C  -1.55  2.92  0.19  1.073
C  -2.39  4.05  0.16  -0.632
C  -2.19  5.06  -0.77  -0.690
C  -1.14  4.94  -1.67  -0.540
C  -0.31  3.81  -1.64  -0.955
C  -0.46  2.75  -0.72  -0.103
O  0.30  1.72  -0.73  -0.066
C  2.70  -1.05  0.62  -1.172
C  3.27  -1.04  -0.80  -1.015
C  2.21  -0.65  -1.82  -0.667
N  0.93  -1.15  -1.34  -0.010
C  0.10  -1.32  -2.32  -0.998
C  -1.23  -1.93  -2.15  1.203
C  -1.58  -2.98  -3.03  -0.733
C  -2.81  -3.60  -2.90  -0.442
C  -3.69  -3.16  -1.91  -0.716
C  -3.32  -2.10  -1.07  -1.138
C  -2.08  -1.44  -1.16  0.331
O  -1.76  -0.46  -0.42  -0.207
H  3.53  1.26  1.60  0.344
H  2.09  2.21  1.25  0.267
H  3.06  1.57  -0.08  0.306
H  1.16  0.91  2.79  0.496
H  2.12  -0.51  2.95  0.497
H  0.10  -1.47  3.40  0.516
H  0.00  -1.65  1.66  -0.062
H  -1.26  0.49  3.44  0.519
H  -2.09  -0.65  2.37  0.342
H  -2.69  2.06  1.89  0.178
H  -3.21  4.12  0.87  0.328
H  -2.84  5.92  -0.79  0.355
H  -0.96  5.71  -2.41  0.369
H  0.50  3.72  -2.36  0.364
H  2.13  -1.97  0.75  0.413
H  3.55  -1.13  1.31  0.385
H  3.64  -2.04  -1.03  0.427
H  4.13  -0.36  -0.89  0.353
H  2.50  -1.08  -2.79  0.620
H  2.19  0.43  -1.96  0.081
H  0.36  -1.06  -3.36  0.325
H  -0.87  -3.30  -3.78  0.384
H  -3.09  -4.41  -3.56  0.345
H  -4.66  -3.62  -1.78  0.364
H  -4.02  -1.76  -0.30  0.346
H  -0.53  -1.53  -0.46  0.059

lowest unoccupied orbital energy (spin up / spin down): 0.111 / 0.109 Eh
multiplicity: 5
HOMO-LUMO gap (spin up / spin down): 3.60 / 5.78 eV
calculated total energy: -65147.141 eV
charge: -1

# 2
C8H10F6N3NaO13 | ωB97M-V with the def2-TZVPD basis set

Last column: Mulliken charge in e.
Element x y z (Å)
Na  -0.98  0.32  -1.37  0.894
N  -4.18  -0.69  -0.06  0.898
O  -2.99  -0.35  0.17  -0.567
O  -4.62  -1.83  0.08  -0.634
O  -4.94  0.20  -0.56  -0.661
N  0.51  1.48  -4.62  0.840
O  1.35  2.40  -4.76  -0.670
O  0.52  0.73  -3.62  -0.523
O  -0.39  1.32  -5.49  -0.602
N  -2.17  -1.73  -3.66  0.853
O  -3.39  -1.78  -3.38  -0.619
O  -1.31  -1.77  -2.73  -0.582
O  -1.78  -1.64  -4.84  -0.608
C  3.39  1.79  2.41  -1.384
C  2.33  1.66  1.32  0.124
O  2.10  2.94  0.74  -0.282
C  1.05  3.05  -0.08  0.348
O  0.39  2.10  -0.39  -0.568
C  0.82  4.45  -0.70  0.860
F  1.58  5.37  -0.10  -0.256
F  1.21  4.36  -1.97  -0.212
F  -0.46  4.71  -0.62  -0.219
H  4.38  2.04  2.02  0.324
H  3.49  0.90  3.03  0.387
H  3.13  2.58  3.12  0.351
H  1.48  1.06  1.64  0.154
H  2.75  0.94  0.62  0.252
C  -1.98  -3.10  3.16  -1.339
C  -1.01  -2.06  2.59  0.092
O  0.01  -2.61  1.79  -0.320
C  0.54  -1.93  0.79  0.497
O  0.24  -0.81  0.50  -0.421
C  1.63  -2.66  0.05  0.841
F  1.73  -3.97  0.27  -0.265
F  1.51  -2.44  -1.25  -0.145
F  2.80  -2.13  0.50  -0.278
H  -2.50  -3.62  2.36  0.307
H  -2.60  -2.66  3.93  0.371
H  -1.47  -3.89  3.72  0.357
H  -0.60  -1.42  3.38  0.261
H  -1.57  -1.33  2.00  0.145

lowest unoccupied orbital energy: 0.134 Eh
HOMO-LUMO gap: 5.42 eV
calculated total energy: -60260.280 eV
charge: -2
energy relative to the best compared isomer or geometry (same formula, charge and spin): 1.175 eV

# 3
C26H52BrN11Pd | ωB97M-V with the def2-TZVPD basis set

Last column: Mulliken charge in e.
Element x y z (Å)
Pd  0.07  0.37  -0.45  1.236
C  -4.75  1.79  -1.22  -0.829
N  -4.02  1.16  -2.25  0.252
C  -4.86  0.85  -3.41  -1.158
C  -2.84  0.54  -1.97  -0.630
N  -1.83  1.18  -1.45  1.496
C  -1.72  2.64  -1.64  -1.070
C  -0.32  2.91  -2.18  -1.576
N  0.78  2.39  -1.28  0.961
C  2.01  2.18  -2.04  -1.522
C  2.97  1.23  -1.31  -0.745
N  2.28  -0.07  -1.02  0.571
C  3.02  -1.13  -0.75  -0.295
N  4.16  -1.11  -0.01  0.417
C  4.16  -0.37  1.23  -1.162
C  5.43  -1.78  -0.45  -1.050
N  2.66  -2.28  -1.27  0.445
C  2.06  -2.40  -2.61  -1.203
C  3.16  -3.57  -0.78  -1.303
C  0.99  3.34  -0.13  -2.003
C  1.09  2.66  1.29  -0.866
N  0.00  1.69  1.41  0.618
C  -0.37  1.25  2.60  -0.066
N  0.31  1.54  3.72  0.348
C  1.75  1.39  3.80  -0.787
C  -0.39  1.94  4.93  -1.066
N  -1.63  0.76  2.80  0.313
C  -2.53  0.95  1.68  -1.518
C  -1.82  -0.37  3.72  -1.128
N  -2.72  -0.74  -2.33  0.409
C  -1.45  -1.34  -2.73  -1.085
C  -3.94  -1.61  -2.33  -1.265
H  -5.39  1.15  -0.64  0.280
H  -5.37  2.65  -1.62  0.342
H  -4.02  2.27  -0.51  0.159
H  -5.55  1.61  -3.68  0.367
H  -5.54  0.08  -3.18  0.470
H  -4.30  0.63  -4.29  0.354
H  -1.85  3.13  -0.66  0.472
H  -2.38  2.94  -2.46  0.541
H  0.02  3.94  -2.34  0.355
H  -0.26  2.26  -3.04  0.384
H  2.52  3.12  -2.29  0.341
H  1.71  1.81  -3.02  0.473
H  3.35  1.78  -0.43  0.186
H  3.82  1.09  -2.03  0.461
H  3.21  0.01  1.61  0.148
H  4.90  0.48  1.25  0.299
H  4.50  -1.07  2.05  0.335
H  5.30  -2.19  -1.47  0.312
H  5.62  -2.65  0.23  0.371
H  6.32  -1.15  -0.39  0.341
H  1.88  -1.45  -3.04  0.274
H  1.19  -2.99  -2.46  0.356
H  2.63  -2.92  -3.36  0.376
H  3.41  -3.50  0.28  0.444
H  4.03  -3.88  -1.28  0.383
H  2.39  -4.30  -0.97  0.370
H  0.05  3.89  -0.12  0.533
H  1.73  4.04  -0.40  0.365
H  0.92  3.49  1.91  0.585
H  2.09  2.25  1.41  0.509
H  2.02  0.89  2.95  -0.090
H  2.06  0.77  4.59  0.384
H  2.32  2.33  3.83  0.307
H  -1.46  1.99  4.85  0.308
H  -0.10  2.95  5.22  0.346
H  -0.02  1.16  5.66  0.414
H  -2.28  0.32  0.83  0.396
H  -2.38  1.92  1.24  0.399
H  -3.58  0.96  1.92  0.432
H  -0.98  -0.33  4.36  0.451
H  -1.92  -1.31  3.19  0.337
H  -2.67  -0.12  4.39  0.297
H  -1.51  -2.17  -3.43  0.450
H  -1.00  -1.78  -1.87  -0.086
H  -0.83  -0.59  -3.15  0.423
H  -4.32  -1.75  -3.35  0.298
H  -4.69  -1.14  -1.65  0.345
H  -3.69  -2.59  -1.92  0.563
Br  0.28  -5.71  2.56  -0.085
C  -0.14  -4.06  1.69  -0.367
C  0.66  -3.02  2.03  -1.052
C  0.37  -1.83  1.41  0.067
N  -0.54  -1.66  0.48  2.135
C  -1.36  -2.66  0.17  -0.777
C  -1.16  -3.89  0.76  -1.084
H  1.41  -3.10  2.86  0.564
H  0.91  -0.92  1.73  -0.168
H  -2.25  -2.47  -0.38  0.402
H  -1.81  -4.71  0.41  0.464

lowest unoccupied orbital energy (spin up / spin down): -0.177 / -0.230 Eh
multiplicity: 3
HOMO-LUMO gap (spin up / spin down): 8.50 / 7.41 eV
calculated total energy: -117702.530 eV
charge: +2

# 4
C30H44GaNO2S2Si | ωB97M-V with the def2-TZVPD basis set

Last column: Mulliken charge in e.
Element x y z (Å)
Ga  0.42  -0.18  0.84  0.927
O  -1.00  1.15  1.05  0.149
S  -2.12  2.18  1.21  -0.035
C  -3.65  1.18  1.21  -0.784
C  -4.23  0.76  -0.13  -1.109
C  -3.27  -0.07  -0.99  0.106
C  -3.17  -1.52  -0.52  -0.722
S  -1.59  -2.27  -1.00  0.004
O  -0.56  -1.24  -0.51  -0.139
C  -1.67  -2.04  -2.76  0.735
C  -2.36  -3.02  -3.47  -0.636
C  -2.43  -2.92  -4.85  -0.737
C  -1.83  -1.85  -5.49  -0.536
C  -1.14  -0.88  -4.77  -0.770
C  -1.06  -0.97  -3.39  -0.093
C  -2.23  3.02  -0.36  0.750
C  -3.26  3.94  -0.51  -0.802
C  -3.39  4.60  -1.72  -0.525
C  -2.48  4.36  -2.74  -0.662
C  -1.43  3.47  -2.56  -0.778
C  -1.29  2.79  -1.35  -0.141
H  -4.37  1.77  1.78  0.567
H  -3.36  0.32  1.83  0.446
H  -4.53  1.64  -0.70  0.413
H  -5.15  0.20  0.07  0.462
H  -2.28  0.38  -0.94  -0.384
H  -3.59  -0.05  -2.03  0.520
H  -3.96  -2.15  -0.92  0.656
H  -3.18  -1.60  0.57  0.505
H  -2.81  -3.86  -2.95  0.449
H  -2.96  -3.67  -5.42  0.428
H  -1.87  -1.78  -6.57  0.424
H  -0.67  -0.05  -5.28  0.459
H  -0.52  -0.24  -2.81  0.348
H  -3.95  4.13  0.30  0.480
H  -4.19  5.31  -1.86  0.448
H  -2.58  4.87  -3.69  0.426
H  -0.71  3.31  -3.35  0.525
H  -0.47  2.11  -1.19  0.463
C  -1.40  -2.73  4.73  -0.382
C  -0.82  -1.48  4.86  -1.063
C  -0.41  -0.82  3.71  -0.225
N  -0.54  -1.35  2.49  0.212
C  -1.08  -2.57  2.38  -0.071
C  -1.54  -3.28  3.47  -1.215
H  -1.73  -3.28  5.61  0.439
H  -0.67  -1.03  5.83  0.486
H  0.04  0.16  3.77  0.597
H  -1.13  -2.99  1.38  0.775
H  -1.98  -4.26  3.32  0.503
C  2.97  0.50  3.14  -1.350
Si  2.86  0.13  1.31  0.353
C  3.25  1.66  0.27  1.956
C  2.91  1.45  -1.21  -1.750
C  2.39  2.82  0.81  -1.864
C  4.74  2.02  0.42  -1.788
C  3.49  -1.61  0.86  1.948
C  3.26  -1.91  -0.62  -1.615
C  2.71  -2.63  1.70  -1.852
C  4.98  -1.70  1.20  -1.786
H  3.97  0.87  3.37  0.404
H  2.79  -0.39  3.75  0.342
H  2.26  1.27  3.43  0.367
H  1.89  1.07  -1.34  0.230
H  3.60  0.76  -1.69  0.309
H  2.98  2.41  -1.74  0.556
H  1.32  2.58  0.80  0.276
H  2.53  3.70  0.18  0.507
H  2.67  3.10  1.83  0.309
H  5.39  1.21  0.07  0.372
H  5.00  2.23  1.46  0.365
H  4.96  2.91  -0.16  0.457
H  2.22  -1.72  -0.92  0.215
H  3.46  -2.97  -0.81  0.525
H  3.92  -1.33  -1.26  0.297
H  1.64  -2.59  1.49  0.240
H  2.86  -2.49  2.77  0.307
H  3.05  -3.64  1.45  0.590
H  5.58  -0.99  0.63  0.350
H  5.35  -2.70  0.97  0.458
H  5.17  -1.52  2.27  0.377

lowest unoccupied orbital energy: -0.189 Eh
HOMO-LUMO gap: 9.45 eV
calculated total energy: -119321.295 eV
charge: +2
energy relative to the best compared isomer or geometry (same formula, charge and spin): 0.000 eV